Molecular formula: C6H15N3
Method: DFT, the ωB97M-V functional and the def2-TZVPD basis

Geometry as XYZ:
```
24
Properties=species:S:1:pos:R:3
H -2.358 -0.587 1.326
N -1.662 -1.219 0.930
C -0.752 -0.638 0.318
C 0.415 -1.654 -0.458
C 1.013 -1.171 -1.766
C 1.470 -2.066 0.557
C -0.401 0.746 0.059
C 0.861 1.276 0.725
N -1.781 1.565 0.575
N -2.062 2.604 -0.351
H -0.237 -2.509 -0.654
H 1.708 -0.346 -1.615
H 0.237 -0.845 -2.457
H 1.570 -1.980 -2.245
H 2.156 -1.250 0.780
H 2.058 -2.903 0.172
H 1.000 -2.395 1.482
H -0.440 0.974 -1.008
H 0.896 0.980 1.773
H 1.760 0.916 0.230
H 0.870 2.365 0.664
H -1.548 1.952 1.492
H -1.703 3.516 -0.071
H -3.068 2.668 -0.462
```

Its gap between HOMO and LUMO is 9.62 eV. The energy above the lowest of the compared OMol25 structures with the same formula, charge and spin comes out at 238.8 kJ/mol.

Here are the Mulliken charges for atoms 1 to 5, given in e: 0.3462, -0.7205, 0.0584, 0.5344, -1.4441

***

Molecular formula: C2H5IS
Method: DFT, the ωB97M-V functional and the def2-TZVPD basis

Geometry as XYZ:
```
9
Properties=species:S:1:pos:R:3
C -0.498 -0.751 1.023
C 0.161 -0.298 -0.066
S 0.647 -1.399 -1.410
H -0.738 -0.163 1.891
H -0.772 -1.778 1.066
H 0.234 0.697 -0.389
H 0.084 -2.392 -0.950
I 0.943 3.569 -0.351
H -0.061 2.515 -0.813
```

Its gap between HOMO and LUMO is 9.40 eV. The energy above the lowest of the compared OMol25 structures with the same formula, charge and spin comes out at 124.1 kJ/mol.

Here are the Mulliken charges for atoms 1 to 5, given in e: -0.5494, 0.6392, -0.1690, 0.2594, 0.1287

***

Molecular formula: C30H27CsI2N4O4PS2
Method: DFT, the ωB97M-V functional and the def2-TZVPD basis

Geometry as XYZ:
```
71
Properties=species:S:1:pos:R:3
Cs 2.078 0.595 0.726
O 3.831 -1.232 -2.394
S 2.530 -0.919 -1.853
O 2.227 0.504 -1.822
O 2.217 -1.579 -0.583
C 1.301 -1.575 -2.986
C 1.712 -2.632 -3.782
C 0.846 -3.224 -4.692
C -0.443 -2.748 -4.815
C -0.856 -1.688 -4.018
C -0.013 -1.084 -3.089
P -0.673 0.304 -2.036
C -2.461 0.182 -2.380
C -3.130 -0.963 -1.943
C -4.494 -1.098 -2.113
C -5.228 -0.075 -2.706
C -4.579 1.068 -3.135
C -3.202 1.191 -2.981
C -0.214 1.795 -2.969
C -0.325 3.001 -2.278
C -0.020 4.203 -2.897
C 0.422 4.209 -4.213
C 0.550 3.011 -4.902
C 0.230 1.812 -4.284
H 2.731 -2.977 -3.691
H 1.189 -4.049 -5.304
H -1.133 -3.184 -5.525
H -1.869 -1.324 -4.126
H -2.581 -1.753 -1.445
H -4.988 -1.996 -1.766
H -6.299 -0.178 -2.827
H -5.135 1.874 -3.596
H -2.710 2.087 -3.335
H -0.654 3.008 -1.243
H -0.117 5.127 -2.344
H 0.672 5.144 -4.696
H 0.905 3.009 -5.924
H 0.341 0.881 -4.826
I 4.608 2.614 3.171
C 4.116 0.732 3.874
C 5.107 -0.058 4.478
C 4.841 -1.315 4.943
I 6.358 -2.388 5.843
C 3.532 -1.862 4.774
C 3.174 -3.174 5.162
C 1.910 -3.624 4.929
C 0.989 -2.763 4.303
N 1.273 -1.542 3.935
C 2.531 -1.080 4.169
C 2.789 0.299 3.736
O 1.884 1.000 3.189
H 6.103 0.353 4.579
H 3.913 -3.807 5.632
H 1.609 -4.625 5.206
H -0.018 -3.113 4.102
N -0.919 1.210 3.646
C -1.668 -0.053 3.642
C -1.590 -0.736 2.284
N -2.284 -0.092 1.192
H -0.962 1.643 4.564
H -1.327 2.184 2.751
H 0.093 1.058 3.487
H -2.716 0.166 3.877
H -1.280 -0.725 4.415
H -1.978 -1.757 2.375
H -0.536 -0.853 2.019
H -1.876 0.799 0.931
H -3.257 0.093 1.412
S -3.102 5.509 2.039
C -2.283 4.095 2.073
N -1.693 3.080 2.060
```

Its gap between HOMO and LUMO is 6.96 eV. Its net charge is -1. The energy above the lowest of the compared OMol25 structures with the same formula, charge and spin comes out at 120.3 kJ/mol.

Here are the Mulliken charges for atoms 1 to 5, given in e: 1.3341, -0.8384, 1.4934, -0.7184, -0.9297

***

Molecular formula: C3H6N2O
Method: DFT, the ωB97M-V functional and the def2-TZVPD basis

Geometry as XYZ:
```
12
Properties=species:S:1:pos:R:3
O -1.052 -0.165 -2.341
C -0.533 -0.127 -1.245
N -0.034 -1.208 -0.450
C 0.689 -0.601 0.702
C -0.174 0.678 0.886
N -0.263 1.044 -0.544
H 0.477 -1.873 -1.038
H 1.716 -0.264 0.415
H 0.724 -1.276 1.586
H -1.165 0.417 1.358
H 0.351 1.450 1.469
H -0.737 1.925 -0.799
```

Its gap between HOMO and LUMO is 10.67 eV. The energy above the lowest of the compared OMol25 structures with the same formula, charge and spin comes out at 28.1 kJ/mol.

Here are the Mulliken charges for atoms 1 to 5, given in e: -0.5966, 0.3867, -0.3506, -0.3518, -0.5074

***

Molecular formula: C4H4O2
Method: DFT, the ωB97M-V functional and the def2-TZVPD basis

Geometry as XYZ:
```
10
Properties=species:S:1:pos:R:3
C 0.917 -1.082 -0.365
C 1.020 0.095 -0.011
C 0.922 1.277 0.474
H -0.045 -1.515 -0.546
H 1.754 -1.759 -0.416
H 0.847 1.717 1.419
H 0.998 2.101 -0.292
O -1.940 -1.307 0.328
C -2.153 -0.270 -0.075
O -2.320 0.743 -0.516
```

Its gap between HOMO and LUMO is 10.60 eV. The energy above the lowest of the compared OMol25 structures with the same formula, charge and spin comes out at 107.6 kJ/mol.

Here are the Mulliken charges for atoms 1 to 5, given in e: -0.6101, 0.3425, -0.6713, 0.1861, 0.2368

***

Molecular formula: C16H14Br2N2O2Ti
Method: DFT, the ωB97M-V functional and the def2-TZVPD basis

Geometry as XYZ:
```
37
Properties=species:S:1:pos:R:3
Ti 0.135 -0.831 -0.095
O 2.053 -1.538 -0.295
C 2.543 -2.617 0.513
C 3.869 -2.966 0.375
C 4.374 -4.006 1.139
C 3.546 -4.683 2.022
C 2.214 -4.324 2.129
C 1.680 -3.272 1.385
C 0.196 -2.981 1.542
O -0.313 -2.469 0.320
N -0.211 -1.952 2.489
N 0.098 -0.703 1.938
C 0.001 0.359 2.691
C 0.363 1.650 2.273
Br 1.095 1.704 0.504
C 0.258 2.729 3.110
C 0.561 4.114 3.011
C 0.454 4.846 4.216
C 0.753 6.189 4.258
C 1.151 6.837 3.095
C 1.243 6.141 1.889
C 0.953 4.797 1.840
H 2.769 -1.195 -0.854
H 4.508 -2.440 -0.326
H 5.411 -4.290 1.033
H 3.931 -5.503 2.611
H 1.562 -4.880 2.792
H -0.333 -3.901 1.791
H 0.120 -2.084 3.439
H -0.351 0.242 3.715
H -0.133 2.442 4.084
H 0.139 4.338 5.119
H 0.674 6.736 5.187
H 1.383 7.894 3.121
H 1.534 6.664 0.989
H 1.002 4.295 0.887
Br -1.577 0.032 -1.353
```

Its gap between HOMO and LUMO is 6.14 eV. Its net charge is +2. The energy above the lowest of the compared OMol25 structures with the same formula, charge and spin comes out at 0.0 kJ/mol.

Here are the Mulliken charges for atoms 1 to 5, given in e: 0.7060, -0.2226, 1.4068, -0.9704, -0.5907

***

Molecular formula: C27H26CdINO3P2Te
Method: DFT, the ωB97M-V functional and the def2-TZVPD basis

Geometry as XYZ:
```
62
Properties=species:S:1:pos:R:3
Cd -0.465 -0.355 -0.544
I 2.634 -0.029 0.640
C 3.604 1.788 0.307
C 4.963 1.625 0.392
C 5.854 2.702 0.221
C 5.342 3.930 -0.031
C 3.943 4.138 -0.122
C 3.510 5.463 -0.370
C 2.189 5.761 -0.455
C 1.258 4.723 -0.301
C 1.608 3.414 -0.075
P 0.101 2.340 0.047
C -0.865 2.891 -1.397
C -0.540 2.266 -2.601
C -1.233 2.557 -3.764
C -2.274 3.475 -3.732
C -2.602 4.103 -2.540
C -1.898 3.819 -1.378
C -0.702 2.992 1.540
C 0.105 3.498 2.563
C -0.451 3.907 3.764
C -1.822 3.819 3.959
C -2.628 3.305 2.954
C -2.076 2.883 1.752
C 3.005 3.070 0.036
H 5.367 0.645 0.597
H 6.920 2.538 0.294
H 5.990 4.788 -0.165
H 4.264 6.232 -0.484
H 1.850 6.771 -0.639
H 0.208 4.979 -0.371
H 0.276 1.545 -2.634
H -0.968 2.057 -4.687
H -2.830 3.691 -4.634
H -3.417 4.813 -2.509
H -2.173 4.314 -0.456
H 1.175 3.583 2.422
H 0.189 4.297 4.544
H -2.257 4.145 4.895
H -3.696 3.221 3.099
H -2.723 2.452 1.002
N -3.643 0.601 -0.430
C -2.536 0.279 -0.478
C -3.607 -2.534 -2.457
C -2.617 -3.064 -1.454
O -1.303 -2.586 -1.848
P 0.034 -3.090 -1.096
O 0.037 -2.339 0.251
Te 0.463 -5.354 -1.144
O 0.988 -2.160 -2.032
C 2.379 -2.430 -2.292
C 2.862 -1.369 -3.248
H -4.602 -2.911 -2.216
H -3.346 -2.873 -3.460
H -3.647 -1.446 -2.440
H -2.579 -4.155 -1.454
H -2.821 -2.711 -0.441
H 2.447 -3.436 -2.710
H 2.933 -2.414 -1.351
H 2.314 -1.424 -4.188
H 3.923 -1.510 -3.461
H 2.734 -0.373 -2.821
```

Its gap between HOMO and LUMO is 6.73 eV.

Here are the Mulliken charges for atoms 1 to 5, given in e: 0.8091, 0.1467, -0.0117, -0.7430, -0.8048

***

Molecular formula: C22H26BrN3O6Sn
Method: DFT, the ωB97M-V functional and the def2-TZVPD basis

Geometry as XYZ:
```
59
Properties=species:S:1:pos:R:3
Sn -1.356 -0.900 1.019
N 1.534 -0.043 2.938
C 0.770 1.099 3.436
C -0.686 0.889 3.870
O -1.027 1.443 4.931
N -1.480 0.157 3.088
C -2.802 -0.118 3.616
C -3.236 -1.551 3.316
O -4.079 -2.090 4.021
O -2.687 -2.094 2.273
H 1.192 -0.899 3.361
H 1.474 -0.168 1.929
H 0.785 1.885 2.677
H 1.264 1.506 4.321
H -3.555 0.527 3.137
H -2.862 0.068 4.687
Br -2.507 3.265 1.721
C -3.009 2.636 0.001
C -3.384 3.579 -0.940
C -3.792 3.111 -2.176
C -3.815 1.750 -2.406
C -3.401 0.884 -1.403
N -2.996 1.331 -0.204
C -3.420 -0.631 -1.704
O -4.078 -0.942 -2.701
O -2.753 -1.374 -0.941
H -3.355 4.631 -0.698
H -4.092 3.810 -2.949
H -4.140 1.314 -3.339
C 2.547 -2.746 1.353
C 2.654 -3.036 -0.147
C 1.416 -3.783 -0.652
C 2.949 -1.800 -0.975
C 4.117 -1.753 -1.721
C 4.434 -0.672 -2.538
C 3.524 0.377 -2.607
C 2.345 0.384 -1.876
C 1.355 1.511 -2.097
C 0.985 2.285 -0.835
C 0.090 0.997 -2.793
C 2.033 -0.704 -1.006
O 0.951 -0.709 -0.286
H 2.474 -3.679 1.920
H 1.661 -2.149 1.557
H 3.416 -2.189 1.708
H 3.515 -3.702 -0.285
H 0.532 -3.150 -0.598
H 1.235 -4.683 -0.055
H 1.547 -4.083 -1.694
H 4.798 -2.599 -1.666
H 5.352 -0.656 -3.112
H 3.732 1.222 -3.259
H 1.849 2.219 -2.775
H 0.418 1.651 -0.157
H 0.369 3.154 -1.086
H 1.876 2.633 -0.307
H -0.389 0.238 -2.171
H 0.336 0.539 -3.753
H -0.626 1.808 -2.967
```

Its gap between HOMO and LUMO is 6.11 eV. Its net charge is -2. The energy above the lowest of the compared OMol25 structures with the same formula, charge and spin comes out at 15.6 kJ/mol.

Here are the Mulliken charges for atoms 1 to 5, given in e: 1.7143, -0.5048, -0.5626, 0.3550, -0.7781

***

Molecular formula: C9H25AlO10S3
Method: DFT, the ωB97M-V functional and the def2-TZVPD basis

Geometry as XYZ:
```
48
Properties=species:S:1:pos:R:3
Al 0.760 -2.600 -2.106
O 1.870 -0.387 -1.098
H 2.367 0.023 -0.364
O -1.648 1.859 -3.645
S -0.376 1.240 -3.568
O -0.349 -0.169 -3.239
O 0.364 1.434 -4.939
C 0.825 2.753 -5.327
C 0.816 2.847 -6.837
C 0.731 2.115 -2.470
H 1.847 2.857 -4.958
H 0.228 3.599 -4.983
H 1.379 3.696 -7.222
H -0.195 2.993 -7.217
H 1.240 1.938 -7.264
H 0.628 1.569 -1.524
H 0.456 3.159 -2.370
H 1.759 1.962 -2.792
O -0.641 -1.384 0.401
S -1.315 -0.123 0.589
O -1.863 0.578 -0.528
O -2.393 -0.332 1.715
C -3.719 0.309 1.577
C -4.506 0.007 2.832
C -0.269 1.010 1.510
H -4.152 -0.228 0.737
H -3.586 1.381 1.451
H -4.318 -0.988 3.233
H -5.564 -0.027 2.561
H -4.387 0.764 3.602
H -0.008 0.535 2.453
H -0.735 1.981 1.632
H 0.630 1.023 0.893
O 2.843 -4.246 2.506
S 2.325 -3.095 1.869
O 1.990 -3.173 0.464
O 1.012 -2.642 2.605
C 1.002 -2.198 3.978
C -0.324 -2.511 4.632
C 3.403 -1.703 2.089
H 1.394 -1.184 4.072
H 1.740 -2.829 4.497
H -0.831 -3.293 4.069
H -0.989 -1.649 4.486
H -0.322 -2.678 5.703
H 3.016 -0.882 1.487
H 4.387 -1.934 1.684
H 3.478 -1.378 3.123
```

Its gap between HOMO and LUMO is 3.13 eV. Its net charge is +2. The energy above the lowest of the compared OMol25 structures with the same formula, charge and spin comes out at 115.8 kJ/mol.

Here are the Mulliken charges for atoms 1 to 5, given in e: 1.4378, -0.2838, 0.2525, -0.5164, 1.1146

***

Molecular formula: CH3NO2P2
Method: DFT, the ωB97M-V functional and the def2-TZVPD basis

Geometry as XYZ:
```
9
Properties=species:S:1:pos:R:3
C -1.362 0.156 -0.474
N -0.801 1.240 0.362
P 0.527 1.679 1.073
O 1.339 0.113 0.864
P 2.102 -1.019 -0.205
O 2.760 -1.871 0.707
H -2.290 -0.288 -0.218
H -1.654 0.592 -1.414
H -0.620 -0.602 -0.695
```

Its gap between HOMO and LUMO is 9.35 eV. The energy above the lowest of the compared OMol25 structures with the same formula, charge and spin comes out at 7.9 kJ/mol.

Here are the Mulliken charges for atoms 1 to 5, given in e: -0.4332, -0.2605, 0.2879, -0.3390, 0.4859

***

Molecular formula: C16H21AsF6OPbS4
Method: DFT, the ωB97M-V functional and the def2-TZVPD basis

Geometry as XYZ:
```
50
Properties=species:S:1:pos:R:3
Pb 1.170 1.582 -0.693
C -1.505 2.753 -4.791
C -1.015 2.464 -3.392
S 0.658 2.449 -3.202
C -1.969 2.261 -2.381
C -3.431 2.320 -2.746
S -1.604 1.958 -0.760
H -0.667 2.839 -5.477
H -2.072 3.687 -4.820
H -2.166 1.959 -5.146
H -3.678 3.253 -3.256
H -4.049 2.234 -1.857
H -3.690 1.503 -3.425
S 0.954 -0.826 -1.781
C 1.370 -1.599 -0.342
C 1.669 -2.160 0.689
C 2.095 -2.891 1.846
C 2.920 -4.011 1.693
C 3.334 -4.736 2.797
C 2.935 -4.359 4.072
C 2.117 -3.250 4.232
C 1.697 -2.518 3.133
H 3.233 -4.296 0.697
H 3.975 -5.599 2.661
H 3.260 -4.926 4.935
H 1.796 -2.948 5.221
H 1.045 -1.665 3.271
C -3.065 1.779 2.643
C -3.066 0.395 2.017
S -1.389 -0.277 2.038
O -1.027 -0.419 3.482
C -1.793 -1.940 1.464
C -2.259 -1.985 0.016
H -4.080 2.177 2.681
H -2.457 2.468 2.056
H -2.671 1.736 3.657
H -3.392 0.426 0.977
H -3.684 -0.305 2.584
H -2.520 -2.337 2.175
H -0.856 -2.484 1.583
H -3.264 -1.581 -0.102
H -2.270 -3.018 -0.331
H -1.579 -1.429 -0.632
F 3.166 3.196 -1.300
As 4.457 3.049 -2.518
F 3.676 1.576 -3.029
F 3.468 3.942 -3.627
F 5.387 2.154 -1.364
F 5.144 4.528 -1.940
F 5.692 2.868 -3.710
```

Its gap between HOMO and LUMO (spin up / spin down) is 7.48 / 5.90 eV. Its net charge is -1. Its multiplicity is 2. The energy above the lowest of the compared OMol25 structures with the same formula, charge and spin comes out at 0.0 kJ/mol.

Here are the Mulliken charges for atoms 1 to 5, given in e: 0.5870, -1.4905, 0.6660, -0.2558, 0.6161

***

Molecular formula: C23H28N2O3
Method: DFT, the ωB97M-V functional and the def2-TZVPD basis

Geometry as XYZ:
```
56
Properties=species:S:1:pos:R:3
C 4.045 2.048 2.082
C 3.730 1.787 0.654
C 3.955 2.519 -0.474
C 3.437 1.761 -1.553
C 2.933 0.617 -1.010
C 2.240 -0.556 -1.607
N 0.930 -0.186 -2.119
C 0.250 -1.020 -2.943
O 0.755 -2.019 -3.411
C -1.174 -0.596 -3.268
C -2.171 -1.716 -2.935
C -2.633 -1.710 -1.476
C -3.665 -2.807 -1.210
C -4.075 -2.779 0.260
C -2.850 -2.887 1.166
N -1.943 -1.799 0.862
C -0.842 -1.652 1.800
C -0.404 -0.224 1.910
C -0.236 0.538 3.021
C 0.193 1.824 2.575
C 0.530 3.026 3.194
C 0.904 4.087 2.396
C 0.941 3.974 1.006
C 0.608 2.795 0.369
C 0.244 1.726 1.171
O -0.112 0.478 0.779
C -1.472 -1.906 -0.506
O 3.107 0.632 0.334
H 4.534 3.012 2.178
H 3.131 2.051 2.675
H 4.701 1.273 2.475
H 4.430 3.476 -0.531
H 3.443 2.026 -2.591
H 2.143 -1.332 -0.836
H 2.805 -0.975 -2.445
H 0.442 0.538 -1.616
H -1.205 -0.409 -4.343
H -1.442 0.324 -2.748
H -1.700 -2.672 -3.172
H -3.053 -1.611 -3.572
H -3.093 -0.741 -1.252
H -4.542 -2.667 -1.845
H -3.227 -3.779 -1.452
H -4.582 -1.837 0.475
H -4.762 -3.598 0.478
H -3.159 -2.807 2.211
H -2.368 -3.872 1.021
H -1.169 -1.965 2.794
H 0.022 -2.282 1.516
H -0.396 0.231 4.035
H 0.498 3.117 4.269
H 1.172 5.028 2.852
H 1.237 4.827 0.415
H 0.639 2.713 -0.707
H -0.727 -1.133 -0.657
H -0.996 -2.887 -0.693
```

Its gap between HOMO and LUMO is 8.95 eV. The energy above the lowest of the compared OMol25 structures with the same formula, charge and spin comes out at 104.5 kJ/mol.

Here are the Mulliken charges for atoms 1 to 5, given in e: -1.1687, 0.6341, -0.6611, -0.6859, 0.5273

***

For each record above, in turn, the calculated max |F| values are 5.20; 4.03; 2.00; 1.45; 5.31; 0.66; 0.67; 0.62; 2.91; 5.52; 0.18; 1.17 eV/A.